9 unconnected molecules or ions with the total composition C18H44BCl2N8O16. Source: OMol25; level of theory: the ωB97M-V functional and the def2-TZVPD basis.

The value obtained for the orbital gap is 0.202 hartree. The total charge is -1. As for the lowest unoccupied orbital energy: 1.0 eV. The value obtained for the HOMO energy is -4.52 eV.

```
89
Properties=species:S:1:pos:R:3:mulliken_charge:R:1
C 0.097 -2.130 4.182 -0.95
C -0.464 -2.222 2.745 -0.27
C -1.068 -0.910 2.200 -0.74
C -0.194 -0.079 1.240 -0.53
C 1.314 -0.060 1.507 -0.57
C 1.803 0.553 2.848 -0.53
C 0.865 1.534 3.581 -0.68
B 1.467 3.084 3.685 0.47
C 0.235 4.107 3.911 0.17
Cl -0.435 4.158 5.551 -0.30
C -0.425 4.884 3.068 0.14
C -1.620 5.753 3.366 -1.31
Cl 0.100 4.949 1.388 -0.23
H 1.179 -2.269 4.200 0.07
H -0.329 -2.913 4.819 0.33
H -0.141 -1.165 4.635 0.27
H -1.280 -2.955 2.757 0.39
H 0.291 -2.618 2.064 0.22
H -1.969 -1.180 1.632 0.32
H -1.417 -0.284 3.027 0.37
H -0.553 0.956 1.233 0.32
H -0.355 -0.457 0.224 0.30
H 1.674 -1.096 1.438 0.09
H 1.803 0.465 0.677 0.45
H 2.731 1.100 2.636 0.47
H 2.102 -0.269 3.511 0.15
H -0.134 1.574 3.134 0.11
H 0.711 1.181 4.611 0.09
H 2.054 3.364 2.650 -0.26
H 2.239 3.157 4.635 -0.28
H -1.418 6.417 4.212 0.33
H -2.482 5.130 3.636 0.28
H -1.902 6.338 2.491 0.37
C -0.765 5.179 -2.019 -0.58
N -2.026 5.291 -2.801 0.94
O -3.035 4.791 -2.350 -0.56
O -1.967 5.876 -3.867 -0.57
H -0.959 4.637 -1.101 0.24
H -0.049 4.663 -2.653 0.25
H -0.422 6.188 -1.815 0.27
C 0.383 6.332 -6.392 -0.42
N 1.550 5.686 -5.732 0.93
O 1.645 5.781 -4.528 -0.52
O 2.342 5.112 -6.454 -0.56
H -0.221 6.809 -5.628 0.26
H 0.782 7.051 -7.099 0.05
H -0.169 5.555 -6.911 0.29
C -3.769 1.057 -2.590 -0.79
N -3.221 -0.249 -2.135 0.97
O -2.448 -0.242 -1.209 -0.52
O -3.605 -1.246 -2.728 -0.57
H -3.350 1.836 -1.965 0.31
H -3.492 1.180 -3.632 0.29
H -4.849 1.006 -2.491 0.30
C -3.018 -3.439 -4.995 -0.66
N -2.018 -3.384 -6.097 0.88
O -0.843 -3.448 -5.808 -0.52
O -2.456 -3.282 -7.227 -0.54
H -2.493 -3.526 -4.052 0.30
H -3.596 -2.522 -5.035 0.26
H -3.653 -4.298 -5.190 0.28
C 4.210 8.463 -8.376 -0.73
N 2.731 8.503 -8.218 0.83
O 2.047 8.045 -9.109 -0.51
O 2.304 8.982 -7.186 -0.49
H 4.435 8.007 -9.333 0.31
H 4.566 9.487 -8.320 0.28
H 4.602 7.879 -7.549 0.30
C 4.420 -5.022 2.214 -0.64
N 3.391 -4.163 2.862 0.88
O 2.778 -3.386 2.161 -0.48
O 3.225 -4.318 4.054 -0.53
H 4.463 -4.762 1.163 0.32
H 5.365 -4.829 2.713 0.29
H 4.096 -6.049 2.369 0.17
C 0.794 -8.731 3.342 -0.82
N 2.173 -8.574 2.798 0.90
O 2.796 -7.587 3.135 -0.57
O 2.586 -9.437 2.051 -0.55
H 0.583 -7.884 3.979 0.37
H 0.124 -8.765 2.487 0.31
H 0.767 -9.666 3.887 0.31
C -3.669 -9.026 5.263 -0.72
N -2.219 -8.879 4.955 0.85
O -1.525 -9.874 4.998 -0.53
O -1.834 -7.765 4.681 -0.46
H -3.865 -10.067 5.488 0.31
H -3.882 -8.381 6.111 0.28
H -4.218 -8.689 4.389 0.28
```


A molecular structure, C18H45BaN4O9. Source: OMol25; level of theory: the ωB97M-V functional and the def2-TZVPD basis.

The value obtained for the orbital gap (alpha / beta) is 0.064 / 0.308 hartree. As for the lowest unoccupied orbital energy (alpha / beta): -0.6 / 0.1 eV. The value obtained for the HOMO energy (alpha / beta) is -2.32 / -8.23 eV. The spin multiplicity is 2.

```
77
Properties=species:S:1:pos:R:3:mulliken_spin:R:1
Ba 0.393 -0.281 -0.471 1.82
N -0.500 -0.837 3.471 0.01
O -1.584 -1.412 3.504 0.00
O -0.039 -0.430 4.529 -0.01
O -0.055 -0.555 2.365 -0.03
C 0.481 -3.895 0.910 0.02
O 1.222 -2.882 0.096 -0.08
C 2.583 -3.142 0.068 -0.16
C 3.268 -2.479 -1.147 -0.02
N 3.044 -1.073 -1.136 -0.43
C 3.189 -0.759 -2.584 -0.04
C 3.112 0.807 -2.986 -0.05
O 1.921 1.439 -2.518 0.16
C 1.796 2.672 -3.295 -0.05
H 0.464 -3.480 1.918 0.00
H 1.009 -4.848 0.861 0.00
H -0.542 -4.043 0.564 0.01
H 2.852 -4.197 0.026 -0.01
H 3.065 -2.806 0.987 0.02
H 2.862 -2.955 -2.040 0.10
H 4.323 -2.698 -0.978 0.01
H 3.866 -0.650 -0.728 0.01
H 2.350 -1.086 -3.198 -0.03
H 4.142 -1.135 -2.956 0.05
H 3.156 0.588 -4.053 -0.03
H 4.031 1.319 -2.698 0.13
H 2.633 3.346 -3.109 0.00
H 0.847 3.177 -3.111 0.11
H 1.766 2.511 -4.372 -0.01
C -4.687 -5.012 1.022 0.00
O -3.584 -4.520 0.269 0.00
C -3.873 -3.620 -0.711 0.04
C -2.548 -2.840 -1.092 -0.25
N -2.096 -1.920 -0.052 -0.21
C -3.079 -0.924 0.232 -0.09
C -3.184 0.249 -0.827 0.07
O -1.873 0.798 -1.210 -0.04
C -1.884 1.648 -2.389 -0.41
H -4.393 -5.453 1.975 0.00
H -5.383 -5.648 0.475 0.00
H -5.316 -4.183 1.345 0.00
H -4.786 -3.064 -0.499 0.01
H -4.260 -4.082 -1.620 0.01
H -2.634 -2.230 -1.991 0.00
H -1.716 -3.509 -1.312 0.04
H -2.053 -2.450 0.807 0.02
H -2.692 -0.369 1.086 0.02
H -4.046 -1.310 0.557 0.00
H -3.946 0.970 -0.530 0.01
H -3.581 -0.203 -1.736 0.07
H -2.089 1.338 -3.414 -0.04
H -0.812 1.762 -2.543 0.12
H -2.191 2.618 -1.998 0.04
C 3.022 -0.035 2.228 0.00
O 2.476 0.707 1.179 0.09
C 2.108 2.025 1.621 -0.02
C 1.613 2.872 0.456 -0.06
N 0.192 2.565 0.100 0.08
C -0.779 3.041 1.073 -0.01
C -1.232 4.500 0.835 -0.01
O -0.233 5.449 1.186 -0.01
C 0.291 5.469 2.515 0.01
H 4.026 0.327 2.450 0.00
H 3.073 -1.087 1.946 0.01
H 2.494 0.140 3.166 0.00
H 2.934 2.540 2.111 -0.02
H 1.327 2.003 2.381 0.00
H 2.331 2.776 -0.359 0.01
H 1.727 3.889 0.830 0.01
H 0.127 3.289 -0.600 -0.01
H -0.427 2.790 2.074 0.00
H -1.666 2.425 0.925 0.04
H -2.025 4.592 1.577 0.00
H -1.646 4.806 -0.126 0.00
H 0.606 4.524 2.958 0.00
H -0.410 5.956 3.193 0.00
H 1.124 6.172 2.519 0.00
```


A molecular structure, C18H45F10Li2N5O32P3S10. Source: OMol25; level of theory: the ωB97M-V functional and the def2-TZVPD basis.

The value obtained for the energy above the lowest of the compared OMol25 structures with the same formula, charge and spin is 323.9 kJ/mol. The value obtained for the orbital gap is 0.291 hartree. The total charge is -3. As for the lowest unoccupied orbital energy: 3.8 eV. The value obtained for the HOMO energy is -4.17 eV.

```
125
Properties=species:S:1:pos:R:3:mulliken_charge:R:1
Li 4.078 -1.098 -3.506 0.84
Li 2.057 -4.391 -1.105 0.91
N 1.950 -1.513 -1.469 -0.21
S 0.778 -0.790 -2.457 1.02
O 1.311 0.013 -3.535 -0.53
O -0.507 -0.439 -1.873 -0.55
F 0.369 -2.250 -3.074 -0.28
S 1.740 -0.444 -0.320 1.08
O 0.642 -0.646 0.648 -0.56
O 2.140 0.910 -0.639 -0.57
F 2.981 -0.993 0.654 -0.33
N 6.178 0.772 -3.124 -0.22
S 5.968 2.485 -3.400 1.07
O 7.159 3.248 -3.224 -0.55
O 4.652 3.011 -3.013 -0.56
F 5.760 2.354 -4.932 -0.24
S 6.918 0.973 -1.823 1.03
O 6.327 1.657 -0.684 -0.53
O 8.357 1.053 -1.986 -0.67
F 6.811 -0.561 -1.409 -0.29
N -2.344 -6.965 0.565 -0.29
S -3.028 -8.007 -0.563 1.11
O -2.447 -7.926 -1.922 -0.55
O -4.455 -8.250 -0.313 -0.58
F -2.381 -9.436 -0.046 -0.30
S -2.477 -5.693 -0.172 0.96
O -3.743 -5.420 -0.877 -0.61
O -1.261 -5.178 -0.776 -0.48
F -2.598 -4.835 1.128 -0.26
N 3.086 -6.360 0.665 -0.23
S 4.006 -7.671 0.002 1.10
O 3.997 -8.877 0.801 -0.58
O 5.208 -7.294 -0.751 -0.53
F 2.888 -8.019 -1.140 -0.28
S 4.303 -5.978 1.578 1.06
O 5.248 -5.003 1.037 -0.56
O 4.806 -6.969 2.566 -0.62
F 3.355 -5.011 2.472 -0.30
N 4.717 -3.029 -5.592 -0.26
S 4.684 -4.498 -5.091 1.08
O 5.242 -5.549 -5.956 -0.61
O 3.514 -4.760 -4.218 -0.52
F 5.915 -4.368 -4.020 -0.29
S 3.877 -3.369 -7.064 1.00
O 2.784 -4.367 -7.040 -0.52
O 4.549 -3.106 -8.317 -0.61
F 3.022 -2.049 -7.064 -0.23
C 3.108 4.765 3.102 -1.46
C 2.316 3.945 4.078 0.07
O 3.122 3.603 5.112 -0.22
P 2.391 2.956 6.431 0.71
O 1.347 3.705 7.092 -0.73
O 3.645 2.545 7.361 -0.36
C 4.880 1.993 6.853 -0.18
C 5.521 1.064 7.907 -1.20
O 1.820 1.560 5.752 -0.08
C 1.054 0.654 6.536 -0.42
C 2.000 -0.462 6.948 -0.87
H 3.930 4.302 2.557 0.36
H 2.472 5.225 2.346 0.38
H 3.653 5.584 3.570 0.37
H 1.561 4.686 4.342 0.19
H 1.900 3.080 3.562 0.33
H 4.641 1.376 5.987 0.29
H 5.608 2.691 6.440 0.44
H 5.820 0.051 7.636 0.35
H 6.380 1.487 8.427 0.29
H 4.747 0.818 8.634 0.34
H 0.450 1.187 7.270 0.39
H 0.270 0.229 5.911 0.25
H 1.444 -1.129 7.607 0.41
H 2.229 -1.144 6.129 0.31
H 2.824 -0.047 7.528 0.07
C -8.210 3.037 7.930 -1.07
C -6.610 3.014 7.829 -0.26
O -6.129 2.606 6.503 -0.27
P -4.563 2.470 6.184 0.87
O -3.648 3.533 6.807 -0.70
O -4.507 2.471 4.545 -0.25
C -3.237 2.685 3.955 -0.13
C -3.448 2.018 2.596 -1.22
O -4.232 0.868 6.562 -0.29
C -4.884 -0.060 5.688 0.16
C -4.418 -1.486 6.057 -1.27
H -8.668 2.712 6.996 0.30
H -8.579 2.479 8.790 0.30
H -8.661 4.007 8.142 0.32
H -6.127 3.974 8.011 0.35
H -6.252 2.286 8.557 0.29
H -2.947 3.718 3.761 0.26
H -2.442 2.204 4.526 0.25
H -2.553 1.942 1.979 0.41
H -3.895 1.043 2.792 0.27
H -4.143 2.648 2.041 0.28
H -5.941 0.175 5.565 0.37
H -4.603 0.037 4.639 0.01
H -3.341 -1.646 6.017 0.28
H -4.847 -1.634 7.048 0.34
H -4.912 -2.263 5.474 0.39
C -2.326 -1.069 -7.608 -0.87
C -1.607 -0.164 -8.632 -0.39
O -2.662 0.618 -9.232 -0.30
P -2.612 2.232 -9.263 0.88
O -1.349 2.901 -9.756 -0.70
O -3.934 2.594 -10.216 -0.35
C -4.120 3.864 -10.721 -0.17
C -4.376 4.859 -9.644 -1.04
O -3.016 2.596 -7.711 -0.19
C -2.115 2.699 -6.689 0.19
C -2.806 2.772 -5.406 -1.44
H -1.536 -1.644 -7.125 0.36
H -2.776 -0.387 -6.886 0.15
H -3.073 -1.738 -8.036 0.32
H -0.830 0.366 -8.082 0.28
H -1.051 -0.647 -9.435 0.35
H -3.343 4.311 -11.341 0.27
H -5.006 3.755 -11.347 0.28
H -5.310 4.697 -9.107 0.26
H -3.559 4.889 -8.923 0.27
H -4.384 5.921 -9.888 0.39
H -1.357 1.919 -6.762 0.06
H -1.468 3.550 -6.903 0.34
H -3.562 2.001 -5.264 0.32
H -2.076 2.446 -4.665 0.43
H -3.217 3.731 -5.089 0.33
```


7 unconnected molecules or ions with the total composition C18H45F5N3O8S7. Source: OMol25; level of theory: the ωB97M-V functional and the def2-TZVPD basis.

The value obtained for the orbital gap is 0.254 hartree. The total charge is +1. As for the lowest unoccupied orbital energy: -3.2 eV. The value obtained for the HOMO energy is -10.08 eV.

```
86
Properties=species:S:1:pos:R:3:mulliken_charge:R:1
C -4.775 0.577 1.996 -1.57
C -4.464 -0.821 2.545 1.27
S -5.811 -2.082 2.565 1.29
O -5.812 -2.721 3.852 -0.55
O -5.659 -2.889 1.392 -0.63
C -7.480 -1.271 2.375 0.48
F -8.316 -2.307 2.331 -0.23
F -7.540 -0.616 1.216 -0.22
C -7.937 -0.361 3.547 0.73
F -8.041 -1.061 4.660 -0.21
F -9.116 0.156 3.241 -0.25
F -7.065 0.637 3.734 -0.22
C -3.691 -0.729 3.895 -0.67
N -2.270 -0.947 3.467 -0.12
C -2.243 -0.898 2.141 -0.08
N -1.304 -0.387 1.368 -0.13
N -3.450 -1.460 1.620 -0.52
H -4.746 1.314 2.797 0.35
H -4.058 0.856 1.225 0.39
H -5.763 0.650 1.553 0.35
H -3.981 -1.377 4.714 0.20
H -3.712 0.277 4.312 0.20
H -1.569 -0.401 3.957 0.34
H -1.584 0.169 0.573 0.19
H -0.302 -0.541 1.476 0.24
H -3.331 -2.437 1.906 0.40
C -4.836 -3.362 8.143 -1.08
S -5.511 -1.934 7.297 0.76
O -4.343 -1.105 6.858 -0.70
C -6.193 -1.143 8.752 -1.06
H -4.320 -3.972 7.405 0.30
H -4.137 -3.033 8.911 0.35
H -5.653 -3.933 8.583 0.38
H -5.400 -0.971 9.480 0.34
H -6.969 -1.783 9.172 0.39
H -6.627 -0.195 8.444 0.33
C 2.516 0.640 -0.791 -0.99
S 2.143 1.771 0.534 0.52
O 1.330 0.987 1.526 -0.70
C 0.991 2.795 -0.391 -0.98
H 3.189 -0.118 -0.408 0.38
H 1.597 0.169 -1.141 0.58
H 3.006 1.182 -1.599 0.16
H 0.187 2.174 -0.788 0.23
H 1.526 3.283 -1.205 0.35
H 0.586 3.547 0.284 0.36
C 3.861 -3.862 -3.324 -1.10
S 3.894 -2.180 -2.698 0.68
O 2.988 -2.152 -1.509 -0.68
C 3.013 -1.419 -4.056 -1.03
H 4.345 -4.501 -2.588 0.34
H 2.827 -4.177 -3.467 0.30
H 4.410 -3.904 -4.264 0.38
H 2.031 -1.879 -4.170 0.49
H 3.604 -1.533 -4.964 0.44
H 2.904 -0.363 -3.834 0.18
C -0.960 0.985 -6.695 -1.03
S 0.553 0.074 -6.375 0.52
O 1.270 0.817 -5.303 -0.54
C 1.359 0.494 -7.922 -0.99
H -1.596 0.887 -5.817 0.32
H -0.719 2.034 -6.865 0.30
H -1.464 0.559 -7.562 0.41
H 1.436 1.578 -8.005 0.31
H 0.786 0.083 -8.752 0.41
H 2.353 0.051 -7.907 0.30
C 7.813 0.887 -0.454 -0.99
S 6.288 0.974 0.484 0.49
O 5.278 1.603 -0.415 -0.47
C 6.818 2.246 1.632 -1.05
H 7.662 0.170 -1.259 0.30
H 8.042 1.869 -0.867 0.29
H 8.618 0.547 0.198 0.42
H 7.115 3.136 1.077 0.30
H 7.649 1.869 2.228 0.43
H 5.976 2.476 2.281 0.31
C 5.427 2.672 -5.976 -0.86
S 6.106 2.025 -4.445 0.41
O 5.629 0.621 -4.327 -0.51
C 5.079 3.011 -3.355 -0.41
H 5.906 2.148 -6.800 0.35
H 4.351 2.492 -5.993 0.15
H 5.642 3.738 -6.045 0.37
H 4.031 2.808 -3.580 0.11
H 5.308 4.067 -3.504 0.45
H 5.299 2.717 -2.329 -0.03
```


4 unconnected molecules or ions with the total composition C18H45IN3O6. Source: OMol25; level of theory: the ωB97M-V functional and the def2-TZVPD basis.

The value obtained for the energy above the lowest of the compared OMol25 structures with the same formula, charge and spin is 195.5 kJ/mol. The value obtained for the orbital gap is 0.222 hartree. The total charge is -1. As for the lowest unoccupied orbital energy: 2.4 eV. The value obtained for the HOMO energy is -3.62 eV.

```
73
Properties=species:S:1:pos:R:3:mulliken_charge:R:1
I 2.753 2.828 -1.955 -0.99
C -1.979 -6.571 -1.351 -0.73
O -1.519 -5.322 -0.826 -0.31
C -1.441 -4.239 -1.728 -0.67
C -0.071 -4.192 -2.377 -0.39
N 1.022 -3.918 -1.433 -0.33
C 2.312 -4.357 -1.973 -0.93
C 2.574 -5.851 -2.020 -0.45
O 2.537 -6.353 -0.652 -0.28
C 2.680 -7.793 -0.646 -0.78
H -2.072 -7.330 -0.574 0.26
H -1.285 -7.033 -2.053 0.25
H -2.973 -6.503 -1.793 0.33
H -1.583 -3.308 -1.180 0.30
H -2.224 -4.223 -2.486 0.40
H -0.146 -3.473 -3.193 0.39
H 0.101 -5.165 -2.837 0.21
H 1.141 -2.927 -1.586 0.28
H 3.102 -3.874 -1.397 0.42
H 2.512 -3.899 -2.941 0.43
H 3.606 -5.942 -2.359 0.40
H 1.945 -6.366 -2.746 0.35
H 2.796 -8.182 0.365 0.26
H 3.563 -8.144 -1.180 0.32
H 1.842 -8.275 -1.150 0.28
C -1.309 10.071 0.398 -0.70
O -2.244 8.980 0.336 -0.30
C -1.985 8.027 -0.638 -0.54
C -2.925 6.792 -0.567 -0.53
N -2.689 5.806 -1.604 -0.32
C -3.714 4.802 -1.684 -0.28
C -3.174 3.459 -2.362 -0.62
O -4.291 2.619 -2.485 -0.33
C -5.072 2.879 -3.647 -0.74
H -0.255 9.801 0.443 0.31
H -1.601 10.509 1.352 0.23
H -1.444 10.674 -0.500 0.29
H -0.929 7.758 -0.643 0.35
H -2.215 8.507 -1.589 0.30
H -3.950 7.143 -0.684 0.26
H -2.734 6.308 0.391 0.33
H -1.751 5.435 -1.547 0.25
H -4.633 5.175 -2.135 0.14
H -3.902 4.497 -0.654 0.26
H -2.362 3.045 -1.765 0.43
H -2.656 3.616 -3.309 0.37
H -5.595 3.833 -3.695 0.27
H -5.763 2.043 -3.755 0.26
H -4.457 2.739 -4.536 0.32
C 5.525 -3.049 2.839 -0.70
O 4.400 -2.340 3.417 -0.32
C 4.689 -0.958 3.141 -0.45
C 3.591 -0.098 3.798 -0.83
N 2.284 -0.157 3.136 -0.25
C 1.342 0.722 3.914 -0.84
C -0.032 0.723 3.230 -0.56
O -0.532 -0.605 2.955 -0.27
C -1.964 -0.687 2.722 -0.71
H 5.471 -3.143 1.755 0.24
H 5.554 -4.082 3.184 0.27
H 6.463 -2.616 3.187 0.31
H 4.713 -0.755 2.070 0.36
H 5.627 -0.666 3.613 0.36
H 3.991 0.915 3.758 0.41
H 3.481 -0.389 4.842 0.36
H 2.433 0.329 2.263 0.24
H 1.665 1.757 4.032 0.38
H 1.326 0.503 4.981 0.51
H 0.114 1.314 2.326 0.35
H -0.679 1.337 3.857 0.35
H -2.235 -0.069 1.866 0.27
H -2.550 -0.378 3.588 0.30
H -2.221 -1.717 2.474 0.23
```


| no. | F_max (Eh/bohr) |
| --- | --- |
| 1 | 0.0133 |
| 2 | 0.0728 |
| 3 | 0.1617 |
| 4 | 0.0284 |
| 5 | 0.0468 |